[1]
The molecule C6H5NO3 at a distorted geometry, computed with the ωB97M-V functional and the def2-TZVPD basis.

spin multiplicity = 1
F_max = 0.05952 Eh/bohr
structure (SMILES) = C#CC(=O)[C@@]1(C(N)=O)CO1
molar mass = 139.1 u
energy above the lowest of the compared OMol25 structures with the same formula, charge and spin = 99.5 kcal per mole

XYZ file:
```
15
C6H5NO3, DFT the ωB97M-V functional and the def2-TZVPD basis
C 2.614 -2.138 -0.629
C 1.493 -1.716 -0.458
C 0.149 -1.232 -0.193
O -0.770 -2.003 -0.007
C -0.007 0.270 -0.116
C -1.259 0.962 -0.656
N -2.376 0.841 0.069
O -1.171 1.723 -1.613
C 0.682 0.942 1.014
O 1.186 0.994 -0.293
H 3.617 -2.514 -0.743
H -2.827 -0.060 0.173
H -2.821 1.725 0.338
H 0.235 1.867 1.388
H 1.254 0.339 1.725
```

=====

[2]
The molecule C6H5NO3S at a distorted geometry, computed with the ωB97M-V functional and the def2-TZVPD basis.

spin multiplicity = 1
F_max = 0.10251 Eh/bohr
molar mass = 171.2 u
energy above the lowest of the compared OMol25 structures with the same formula, charge and spin = 126.4 kcal per mole

XYZ file:
```
16
C6H5NO3S, DFT the ωB97M-V functional and the def2-TZVPD basis
C 0.657 -0.688 -1.497
C 1.051 -1.442 -0.475
C 0.063 0.679 -1.621
C 1.012 -1.483 0.993
C -0.645 1.274 -0.622
C 0.333 -0.778 1.878
N -1.582 2.306 -0.695
O -2.322 2.446 0.303
O -1.715 2.999 -1.694
O 0.231 -0.956 3.210
S -0.766 0.530 1.193
H 1.015 -0.865 -2.540
H 1.587 -2.342 -1.007
H -0.059 1.099 -2.595
H 1.644 -2.190 1.604
H -0.505 -0.589 3.565
```

=====

[3]
A cluster of 2 separate species, C6H5NOS in total at a distorted geometry, computed with the ωB97M-V functional and the def2-TZVPD basis.

spin multiplicity = 3
F_max = 0.06241 Eh/bohr
molar mass = 139.2 u
energy above the lowest of the compared OMol25 structures with the same formula, charge and spin = 60.1 kcal per mole

XYZ file:
```
14
C6H5NOS, DFT the ωB97M-V functional and the def2-TZVPD basis
C -0.168 -1.286 -1.660
C 0.999 -0.599 -1.304
C -1.357 -1.281 -0.959
C 1.026 0.099 -0.125
C -1.300 -0.507 0.312
C -0.193 0.195 0.524
N 0.473 2.299 2.268
O 1.231 2.981 1.640
S -0.073 2.171 3.668
H -0.121 -1.747 -2.645
H 1.899 -0.724 -1.875
H -2.309 -1.893 -1.123
H 1.958 0.793 0.105
H -2.064 -0.502 1.175
```

=====

[4]
The ion C6H5O3S with charge -1 at a distorted geometry, computed with the ωB97M-V functional and the def2-TZVPD basis.

spin multiplicity = 1
F_max = 0.08136 Eh/bohr
structure (SMILES) = O=CO/C([O-])=C1\CC=CS1
molar mass = 157.2 u
energy above the lowest of the compared OMol25 structures with the same formula, charge and spin = 31.8 kcal per mole
charge = -1

XYZ file:
```
15
C6H5O3S, DFT the ωB97M-V functional and the def2-TZVPD basis
O -2.820 2.112 0.448
C -2.351 1.044 0.520
O -1.962 0.405 -0.549
C -1.349 -0.976 -0.219
O -2.235 -1.812 -0.218
C -0.082 -0.711 0.095
C 0.628 0.536 -0.268
C 2.122 0.193 -0.420
C 2.454 -1.036 -0.065
S 1.096 -2.054 0.529
H -2.047 0.507 1.403
H 0.532 1.168 0.655
H -0.016 1.070 -1.001
H 2.605 1.019 -1.014
H 3.425 -1.466 0.102
```

=====

[5]
A structure of composition C6H5O6Zr at a distorted geometry, computed with the ωB97M-V functional and the def2-TZVPD basis.

spin multiplicity = 1
F_max = 0.23856 Eh/bohr
molar mass = 264.3 u
energy above the lowest of the compared OMol25 structures with the same formula, charge and spin = 119.9 kcal per mole
charge = +3

XYZ file:
```
18
C6H5O6Zr, DFT the ωB97M-V functional and the def2-TZVPD basis
O 0.032 3.499 -3.883
C 0.067 2.771 -3.006
Zr 0.784 -1.254 -0.101
O 0.191 2.475 0.173
C 0.330 1.300 -0.157
C 0.015 -1.422 -2.033
O 0.311 -2.573 -1.544
C 1.637 0.766 -0.698
O 2.483 1.358 -1.313
C -0.848 0.347 -0.421
O -1.960 0.681 -0.736
H -0.323 -1.051 -2.994
C -0.734 -0.893 2.879
O 0.276 -1.512 2.069
H -1.341 -0.290 2.217
H -0.255 -0.268 3.634
H -1.332 -1.676 3.346
H 0.666 -2.259 2.567
```

=====

[6]
The ion C6H5O7S with charge -1 at a distorted geometry, computed with the ωB97M-V functional and the def2-TZVPD basis.

spin multiplicity = 1
F_max = 0.12359 Eh/bohr
structure (SMILES) = O=C1C=CC(O)=C(O)[C@@]1(O)S(=O)(=O)[O-]
molar mass = 221.2 u
energy above the lowest of the compared OMol25 structures with the same formula, charge and spin = 4.8 kcal per mole
charge = -1

XYZ file:
```
19
C6H5O7S, DFT the ωB97M-V functional and the def2-TZVPD basis
O -1.661 -2.518 0.699
C -0.927 -1.619 0.262
C 0.095 -1.781 -0.715
C 1.116 -0.958 -0.786
C 1.059 0.348 -0.156
O 2.070 1.290 -0.421
C 0.049 0.835 0.616
O -0.049 2.063 0.962
C -1.125 -0.196 0.718
O -1.897 -0.122 1.864
S -2.305 0.578 -0.630
O -1.676 0.432 -1.947
O -3.541 -0.173 -0.504
O -2.294 1.901 -0.060
H 0.143 -2.782 -1.256
H 2.112 -1.097 -1.182
H 1.670 2.201 -0.095
H -1.011 2.401 0.684
H -2.252 -0.980 1.778
```

=====

[7]
The molecule C6H6 at a distorted geometry, computed with the ωB97M-V functional and the def2-TZVPD basis.

spin multiplicity = 1
F_max = 0.03125 Eh/bohr
structure (SMILES) = C#CC(C)C#C
molar mass = 78.1 u
energy above the lowest of the compared OMol25 structures with the same formula, charge and spin = 113.5 kcal per mole

XYZ file:
```
12
C6H6, DFT the ωB97M-V functional and the def2-TZVPD basis
C 2.243 -0.747 0.312
C 1.066 -0.503 0.392
C -0.373 -0.163 0.469
C -1.190 -0.823 -0.644
C -0.446 1.283 0.359
C -0.331 2.480 0.186
H 3.288 -0.961 0.248
H -0.746 -0.452 1.455
H -0.802 -0.522 -1.622
H -1.139 -1.907 -0.549
H -2.229 -0.490 -0.568
H 0.660 2.806 -0.038
```

=====

[8]
The molecule C6H6, computed with the ωB97M-V functional and the def2-TZVPD basis.

spin multiplicity = 1
F_max = 0.01437 Eh/bohr
molar mass = 78.1 u
energy above the lowest of the compared OMol25 structures with the same formula, charge and spin = 130.9 kcal per mole

XYZ file:
```
12
C6H6, DFT the ωB97M-V functional and the def2-TZVPD basis
C 0.154 -1.234 0.963
C 0.995 -0.164 0.282
C 1.071 -0.079 -1.967
C 0.316 0.381 -1.002
C -0.866 1.174 -0.961
C -1.866 1.843 -0.889
H 0.590 -1.528 1.924
H -0.856 -0.862 1.148
H 0.081 -2.125 0.334
H 2.002 -0.550 0.071
H 1.133 0.710 0.922
H -2.754 2.435 -0.826
```

=====

[9]
The molecule C6H6 at a distorted geometry, computed with the ωB97M-V functional and the def2-TZVPD basis.

spin multiplicity = 1
F_max = 0.02875 Eh/bohr
molar mass = 78.1 u
energy above the lowest of the compared OMol25 structures with the same formula, charge and spin = 158.5 kcal per mole

XYZ file:
```
12
C6H6, DFT the ωB97M-V functional and the def2-TZVPD basis
C 0.191 2.705 0.556
C 0.131 1.353 0.010
C 0.187 0.225 -0.428
C 0.305 -1.092 -0.921
C -0.101 -2.225 -0.204
C -0.150 -3.025 0.819
H -0.370 2.784 1.493
H 1.239 2.953 0.765
H -0.200 3.444 -0.153
H 0.622 -1.228 -1.952
H -0.827 -2.304 -1.111
H -1.028 -3.591 1.125
```

=====

[10]
A structure of composition C6H6 at a distorted geometry, computed with the ωB97M-V functional and the def2-TZVPD basis.

spin multiplicity = 1
F_max = 0.04774 Eh/bohr
molar mass = 78.1 u
energy above the lowest of the compared OMol25 structures with the same formula, charge and spin = 158.7 kcal per mole

XYZ file:
```
12
C6H6, DFT the ωB97M-V functional and the def2-TZVPD basis
C -0.979 -1.113 -0.621
C -0.319 0.073 0.552
C 0.823 -0.650 0.195
C 1.755 -1.245 -0.307
C -0.172 1.555 0.453
C 0.080 2.741 0.436
H -0.684 -1.114 -1.681
H -0.995 -2.166 -0.263
H -1.854 -0.544 -0.442
H -0.818 -0.172 1.501
H 2.801 -1.146 -0.222
H 0.363 3.782 0.397
```